{
  "formula": "C6H9N",
  "method": "ωB97M-V with the def2-TZVPD basis set",
  "energy_ev": -7855.8935,
  "mol_weight_g_mol": 95.1,
  "homo_energy_ev": -8.27,
  "lumo_energy_ev": 0.92,
  "relative_energy_kcal_mol": 52.3,
  "orbital_gap_ha": 0.338,
  "symbols": ["C", "C", "C", "C", "C", "C", "N", "H", "H", "H", "H", "H", "H", "H", "H", "H"],
  "positions_angstrom": [[0.10361, -2.22025, 1.00655], [0.24780, -0.79613, 0.58183], [-0.49216, 0.29704, 0.77491], [0.10799, 1.40717, -0.05972], [1.41542, 0.85308, -0.63537], [-0.78223, 1.70966, -1.28656], [1.35333, -0.41722, -0.25671], [1.07169, -2.62989, 1.32148], [-0.60022, -2.29543, 1.83758], [-0.28088, -2.85492, 0.19615], [-1.40890, 0.34902, 1.35733], [0.23537, 2.35021, 0.48997], [-0.80648, 0.84816, -1.96836], [-1.80520, 1.92366, -0.95758], [-0.39082, 2.57751, -1.82753], [2.03169, -1.10166, -0.57396]]
}

{
  "formula": "C6H9N",
  "method": "ωB97M-V with the def2-TZVPD basis set",
  "energy_ev": -7857.1899,
  "smiles": "CC1(C#N)CCC1",
  "mol_weight_g_mol": 95.1,
  "homo_energy_ev": -11.04,
  "lumo_energy_ev": 0.84,
  "relative_energy_kcal_mol": 22.4,
  "orbital_gap_ha": 0.437,
  "symbols": ["C", "C", "C", "N", "C", "C", "C", "H", "H", "H", "H", "H", "H", "H", "H", "H"],
  "positions_angstrom": [[1.35024, 1.19374, 0.19203], [0.49207, -0.04817, -0.03207], [1.34440, -1.20502, -0.31459], [2.02414, -2.11429, -0.54245], [-0.57364, -0.35796, 1.06106], [-1.65161, -0.50971, -0.02910], [-0.66909, 0.07698, -1.06748], [1.93382, 1.43793, -0.70142], [2.03644, 1.05665, 1.03459], [0.69607, 2.04039, 0.41965], [-0.72154, 0.51611, 1.70276], [-0.37612, -1.22939, 1.68569], [-1.90800, -1.55342, -0.23138], [-2.57646, 0.04551, 0.12722], [-0.54441, -0.47814, -2.00023], [-0.85633, 1.12878, -1.30428]]
}

{
  "formula": "C6H9N",
  "method": "ωB97M-V with the def2-TZVPD basis set",
  "energy_ev": -7854.1665,
  "mol_weight_g_mol": 95.1,
  "homo_energy_ev": -8.08,
  "lumo_energy_ev": 0.96,
  "relative_energy_kcal_mol": 92.1,
  "orbital_gap_ha": 0.332,
  "symbols": ["C", "C", "C", "C", "C", "C", "N", "H", "H", "H", "H", "H", "H", "H", "H", "H"],
  "positions_angstrom": [[3.24956, 0.05784, 0.53302], [1.82585, -0.20400, 0.10844], [-1.96878, -0.81357, -0.78846], [-1.00986, 0.06205, -0.66631], [-3.07280, -0.95073, 0.22939], [-0.15719, 1.04217, -0.52196], [1.16773, 0.93108, -0.00349], [3.28507, 0.26013, 1.61381], [3.88091, -0.81605, 0.33738], [3.68746, 0.93537, 0.02561], [-1.98258, -1.47301, -1.65502], [-3.10553, -0.05071, 0.84693], [-2.93122, -1.81409, 0.89325], [-4.04095, -1.05156, -0.27463], [-0.42397, 2.04073, -0.86343], [1.59630, 1.84437, 0.18547]]
}

{
  "formula": "C6H9N",
  "method": "ωB97M-V with the def2-TZVPD basis set",
  "energy_ev": -7855.2434,
  "smiles": "C=C=C(C)[C@@H]1CN1",
  "mol_weight_g_mol": 95.1,
  "homo_energy_ev": -9.23,
  "lumo_energy_ev": 1.03,
  "relative_energy_kcal_mol": 67.3,
  "orbital_gap_ha": 0.377,
  "symbols": ["C", "C", "C", "C", "C", "C", "N", "H", "H", "H", "H", "H", "H", "H", "H", "H"],
  "positions_angstrom": [[1.33222, -1.02685, -2.10506], [0.58118, -0.36810, -1.26392], [-0.14025, 0.31132, -0.40728], [-1.44271, 0.97477, -0.78977], [0.37014, 0.51618, 0.99359], [0.55685, -0.63663, 1.90274], [-0.51251, 0.33077, 2.14236], [2.09839, -0.52011, -2.68785], [1.21991, -2.09842, -2.25046], [-2.26971, 0.59831, -0.17515], [-1.68899, 0.79141, -1.83889], [-1.38591, 2.05720, -0.62502], [1.03744, 1.37023, 1.10786], [1.35643, -0.63162, 2.63909], [0.29415, -1.61828, 1.51289], [-1.40665, -0.05017, 1.84487]]
}

{
  "formula": "C6H9N",
  "method": "ωB97M-V with the def2-TZVPD basis set",
  "energy_ev": -7854.8497,
  "smiles": "C#CCNC(=C)C",
  "mol_weight_g_mol": 95.1,
  "homo_energy_ev": -8.66,
  "lumo_energy_ev": 0.98,
  "relative_energy_kcal_mol": 76.3,
  "orbital_gap_ha": 0.354,
  "symbols": ["C", "C", "C", "N", "C", "C", "C", "H", "H", "H", "H", "H", "H", "H", "H", "H"],
  "positions_angstrom": [[2.01536, -1.01464, 1.02368], [0.82828, -1.20676, 0.97240], [-0.63086, -1.39445, 0.96544], [-1.34926, -0.49062, 0.02716], [-0.46035, 0.50845, -0.46781], [0.35345, 0.15276, -1.45658], [-0.31995, 1.75613, 0.37054], [3.06435, -0.82117, 0.99301], [-0.85490, -2.43682, 0.71345], [-0.96119, -1.22055, 1.99651], [-2.13643, -0.06735, 0.51154], [1.24341, 0.72146, -1.70218], [0.21650, -0.81564, -1.93170], [0.70088, 2.14889, 0.33023], [-0.53913, 1.52584, 1.42254], [-1.01158, 2.54633, 0.05552]]
}

{
  "formula": "C6H9N",
  "method": "ωB97M-V with the def2-TZVPD basis set",
  "energy_ev": -7857.9664,
  "smiles": "Cc1cc[nH]c1C",
  "mol_weight_g_mol": 95.1,
  "homo_energy_ev": -7.80,
  "lumo_energy_ev": 1.07,
  "relative_energy_kcal_mol": 4.5,
  "orbital_gap_ha": 0.326,
  "symbols": ["C", "C", "C", "C", "N", "C", "C", "H", "H", "H", "H", "H", "H", "H", "H", "H"],
  "positions_angstrom": [[-1.01156, -1.71303, 0.33093], [0.08164, -0.70786, 0.11893], [1.48402, -0.95321, 0.03224], [2.10979, 0.24551, -0.18256], [1.14173, 1.21549, -0.23673], [-0.08991, 0.64175, -0.00856], [-1.33083, 1.45826, -0.11836], [-0.75848, -2.67299, -0.12983], [-1.96271, -1.38300, -0.10520], [-1.18930, -1.89106, 1.39722], [1.96163, -1.91754, 0.12277], [3.15454, 0.48858, -0.31237], [1.31961, 2.20058, -0.36476], [-2.23601, 0.84038, -0.13921], [-1.18541, 1.91050, -1.09475], [-1.48734, 2.21472, 0.67074]]
}

{
  "formula": "C6H9N",
  "method": "ωB97M-V with the def2-TZVPD basis set",
  "energy_ev": -7857.4257,
  "smiles": "CC1=N[C@H](C)C=C1",
  "mol_weight_g_mol": 95.1,
  "homo_energy_ev": -9.41,
  "lumo_energy_ev": 0.94,
  "relative_energy_kcal_mol": 16.9,
  "orbital_gap_ha": 0.380,
  "symbols": ["C", "C", "N", "C", "C", "C", "C", "H", "H", "H", "H", "H", "H", "H", "H", "H"],
  "positions_angstrom": [[1.99849, 1.41501, 0.87813], [0.88370, 0.50158, 0.46736], [0.12707, 0.75980, -0.54271], [-0.67401, -0.43046, -0.77795], [-2.11215, -0.19941, -1.21103], [-0.38657, -1.35903, 0.36275], [0.59300, -0.80267, 1.08848], [1.72999, 2.45510, 0.68310], [2.28103, 1.30031, 1.92910], [2.88362, 1.18724, 0.27427], [-0.14146, -0.85779, -1.63700], [-2.12569, 0.50826, -2.04567], [-2.54171, -1.14758, -1.55607], [-2.73333, 0.19495, -0.40141], [-0.87701, -2.31097, 0.53041], [1.09501, -1.21434, 1.95824]]
}

{
  "formula": "C6H9N",
  "method": "ωB97M-V with the def2-TZVPD basis set",
  "energy_ev": -7856.1275,
  "smiles": "Cc1cc[nH]c1C",
  "mol_weight_g_mol": 95.1,
  "homo_energy_ev": -7.14,
  "lumo_energy_ev": 0.99,
  "relative_energy_kcal_mol": 46.9,
  "orbital_gap_ha": 0.299,
  "symbols": ["C", "C", "C", "C", "N", "C", "C", "H", "H", "H", "H", "H", "H", "H", "H", "H"],
  "positions_angstrom": [[-0.90133, 1.09647, 1.39902], [-0.62000, 0.16932, 0.24903], [-1.53778, -0.42154, -0.66529], [-0.83293, -1.16509, -1.56791], [0.50916, -1.03984, -1.26076], [0.61316, -0.32094, -0.10015], [1.91991, 0.13617, 0.41131], [-1.84650, 1.63597, 1.26508], [-0.11416, 1.85319, 1.53092], [-0.96539, 0.54171, 2.34240], [-2.60952, -0.29597, -0.63872], [-1.15211, -1.74090, -2.41889], [1.25690, -1.56980, -1.68524], [1.93891, 0.67194, 1.36583], [1.47686, 0.85774, -0.48256], [2.86483, -0.40844, 0.25594]]
}

{
  "formula": "C6H9N",
  "method": "ωB97M-V with the def2-TZVPD basis set",
  "energy_ev": -7852.7817,
  "mol_weight_g_mol": 95.1,
  "homo_energy_ev": [-7.76, -7.76],
  "lumo_energy_ev": [0.85, 0.85],
  "relative_energy_kcal_mol": 124.0,
  "orbital_gap_ha": [0.317, 0.317],
  "symbols": ["C", "C", "C", "C", "N", "C", "C", "H", "H", "H", "H", "H", "H", "H", "H", "H"],
  "positions_angstrom": [[3.36778, 0.41517, 0.24512], [1.99931, -0.03392, -0.01310], [0.87840, -0.40950, -0.24736], [-0.44218, -0.92200, -0.61221], [-1.54637, -0.22671, 0.03786], [-2.85158, -0.34619, -0.27613], [-1.61981, 0.91272, 0.77211], [3.79505, 0.88693, -0.64580], [4.00864, -0.42812, 0.52245], [3.39471, 1.14399, 1.06088], [-0.58965, -0.80984, -1.69784], [-0.50806, -1.99356, -0.38990], [-3.57708, -0.54785, 0.49977], [-3.15419, -0.43290, -1.32528], [-1.99988, 1.81567, 0.31195], [-1.15509, 0.97611, 1.75750]]
}

{
  "formula": "C6H9N",
  "method": "ωB97M-V with the def2-TZVPD basis set",
  "energy_ev": -7853.5538,
  "smiles": "C#CC/N=C/CC",
  "mol_weight_g_mol": 95.1,
  "homo_energy_ev": -9.15,
  "lumo_energy_ev": 1.04,
  "relative_energy_kcal_mol": 106.2,
  "orbital_gap_ha": 0.375,
  "symbols": ["C", "C", "C", "N", "C", "C", "C", "H", "H", "H", "H", "H", "H", "H", "H", "H"],
  "positions_angstrom": [[-1.47162, -1.48042, 1.78286], [-1.95977, -1.14319, 0.72221], [-1.85936, -0.93630, -0.74204], [-0.84118, 0.10208, -0.92264], [-0.01443, 0.41178, 0.01550], [0.89809, 1.53355, -0.03842], [2.02664, 0.58892, -0.53235], [-1.00761, -1.77642, 2.71928], [-1.34866, -1.82766, -1.16266], [-2.78092, -0.64475, -1.18428], [-0.15647, -0.20838, 1.07534], [0.63648, 2.34959, -0.71390], [1.11335, 2.09880, 0.90964], [3.08071, 0.84716, -0.18255], [1.85395, 0.46365, -1.56429], [1.83080, -0.37841, -0.18171]]
}

{
  "formula": "C6H9N",
  "method": "ωB97M-V with the def2-TZVPD basis set",
  "energy_ev": -7855.8711,
  "mol_weight_g_mol": 95.1,
  "homo_energy_ev": -8.14,
  "lumo_energy_ev": 0.76,
  "relative_energy_kcal_mol": 52.8,
  "orbital_gap_ha": 0.327,
  "symbols": ["C", "C", "C", "C", "C", "C", "N", "H", "H", "H", "H", "H", "H", "H", "H", "H"],
  "positions_angstrom": [[0.54880, 0.16360, -1.42645], [-0.17402, -2.09520, 0.85065], [-1.48977, -1.47195, 0.48579], [-1.35374, -0.18893, 0.12477], [0.11032, 0.14823, 0.04865], [0.56452, 1.42922, 0.74626], [0.65470, -1.08060, 0.64992], [1.64186, 0.12786, -1.49263], [0.13990, -0.71125, -1.93942], [0.20056, 1.06917, -1.93215], [-2.42265, -2.02562, 0.51577], [-2.13414, 0.52021, -0.13578], [1.65357, 1.53409, 0.66712], [0.11966, 2.29747, 0.24723], [0.28698, 1.45546, 1.80347], [1.65346, -1.17177, 0.78682]]
}

{
  "formula": "C6H9N",
  "method": "ωB97M-V with the def2-TZVPD basis set",
  "energy_ev": -7855.6257,
  "smiles": "C=C(C)C#N.C=C",
  "mol_weight_g_mol": 95.1,
  "homo_energy_ev": -9.11,
  "lumo_energy_ev": 0.60,
  "relative_energy_kcal_mol": 58.4,
  "orbital_gap_ha": 0.357,
  "symbols": ["C", "C", "C", "C", "N", "H", "H", "H", "H", "H", "C", "C", "H", "H", "H", "H"],
  "positions_angstrom": [[-0.12327, -0.13535, -1.25271], [1.01355, 0.03710, -0.57686], [1.37395, 1.32853, 0.11652], [1.89169, -1.09470, -0.45518], [2.59885, -2.01213, -0.41070], [-0.43588, -1.10280, -1.63310], [-0.81395, 0.68770, -1.40054], [1.98657, 1.95601, -0.53529], [1.93346, 1.15887, 1.04262], [0.46629, 1.88714, 0.37297], [-1.13303, -0.64039, 1.15616], [-2.21337, -0.28009, 0.47570], [-0.53403, 0.08352, 1.70604], [-0.72717, -1.64962, 1.12143], [-2.75270, -0.98320, -0.15458], [-2.53095, 0.75942, 0.42752]]
}

{
  "formula": "C6H9N",
  "method": "ωB97M-V with the def2-TZVPD basis set",
  "energy_ev": -7858.1344,
  "smiles": "Cc1ccc(C)[nH]1",
  "mol_weight_g_mol": 95.1,
  "homo_energy_ev": -7.68,
  "lumo_energy_ev": 1.04,
  "relative_energy_kcal_mol": 0.6,
  "orbital_gap_ha": 0.320,
  "symbols": ["C", "C", "C", "C", "C", "C", "N", "H", "H", "H", "H", "H", "H", "H", "H", "H"],
  "positions_angstrom": [[-2.54286, -0.37027, 0.09356], [-1.12444, 0.10019, 0.05774], [-0.63440, 1.37599, 0.16181], [0.78518, 1.29928, 0.13654], [1.13310, -0.02043, 0.00288], [2.48989, -0.61296, -0.20697], [-0.04049, -0.74443, -0.03679], [-2.82311, -0.76246, 1.07899], [-3.19878, 0.47897, -0.12002], [-2.75677, -1.14583, -0.65098], [-1.23993, 2.26964, 0.23679], [1.48314, 2.12495, 0.19168], [2.57481, -1.07235, -1.19917], [3.22952, 0.19185, -0.15607], [2.77134, -1.36583, 0.53879], [-0.10619, -1.74632, -0.12879]]
}

{
  "formula": "C6H9N",
  "method": "ωB97M-V with the def2-TZVPD basis set",
  "energy_ev": -7856.2170,
  "smiles": "C/C=C\\C#N.C=C",
  "mol_weight_g_mol": 95.1,
  "homo_energy_ev": -9.98,
  "lumo_energy_ev": 0.72,
  "relative_energy_kcal_mol": 44.8,
  "orbital_gap_ha": 0.393,
  "symbols": ["C", "C", "C", "C", "N", "H", "H", "H", "H", "H", "C", "C", "H", "H", "H", "H"],
  "positions_angstrom": [[1.42821, -0.49485, 1.06084], [1.49483, 0.64965, 0.10228], [0.61905, 1.65657, 0.01783], [-0.54288, 1.73073, 0.85810], [-1.48975, 1.77755, 1.52535], [0.49909, -0.48979, 1.63688], [1.49899, -1.44645, 0.52263], [2.27413, -0.44920, 1.75757], [2.33775, 0.66291, -0.58709], [0.73978, 2.45388, -0.70905], [-1.07764, -1.01539, -1.56421], [-1.85564, -0.97441, -0.49060], [-0.90938, -0.15554, -2.20920], [-0.63958, -1.96128, -1.85606], [-2.42485, -0.09499, -0.21222], [-1.95209, -1.84940, 0.14695]]
}